ORCA calculation (wB97M-V/def2-TZVPD) on a structure of composition C10H12N2 at a distorted geometry.

```
24
C10H12N2 (wB97M-V/def2-TZVPD)
C 2.9904 1.0585 -0.2509
C 2.0018 1.7985 0.3848
C 2.7373 -0.2363 -0.7862
C 0.6744 1.1951 0.4985
C 1.4944 -0.7276 -0.6197
C 0.4450 -0.0691 0.0708
C -1.8705 0.8988 -0.6341
C -1.5044 -0.7460 1.5092
C -1.2140 -1.8228 -0.7356
C -0.9214 -0.6171 0.1240
N -3.2285 1.1579 -0.4578
N -2.4811 1.8324 0.2765
H 3.8938 1.5116 -0.3018
H 2.2004 2.7554 0.8300
H 3.5788 -0.5676 -1.3978
H -0.0630 1.7509 1.1549
H 1.4859 -1.6815 -0.9721
H -1.2057 1.4080 -1.4362
H -2.3675 -0.1286 1.5368
H -1.8616 -1.7118 1.7357
H -0.7840 -0.5392 2.2731
H -2.2685 -1.8615 -1.0584
H -0.6514 -1.9241 -1.6770
H -1.0808 -2.7338 -0.0670
```

Calculated values
E_LUMO ... 0.355 eV
Multiplicity ... 1
HOMO level ... -8.9 eV

=====

ORCA calculation (wB97M-V/def2-TZVPD) on a structure of composition CsF2NO4S2 at a distorted geometry.

```
10
CsF2NO4S2 (wB97M-V/def2-TZVPD)
Cs 2.6099 2.9062 3.0451
N 0.2134 0.4615 0.0766
S -0.4747 0.3008 -1.2048
O -1.9514 0.2949 -1.4046
O 0.3029 -0.1689 -2.3121
F -0.2694 1.8703 -1.4839
S -0.1721 -1.1164 0.5459
O 0.1357 -2.2382 -0.3434
O -1.3925 -1.1573 1.3958
F 0.9982 -1.1529 1.6857
```

Calculated values
E_LUMO ... -1.975 eV
Multiplicity ... 1
HOMO level ... -8.8 eV

=====

ORCA calculation (wB97M-V/def2-TZVPD) on a structure of composition C19H15BLiN9O5 at a distorted geometry.

```
50
C19H15BLiN9O5 (wB97M-V/def2-TZVPD)
Li -0.3754 -0.8720 -1.0167
C -4.0015 0.7121 -0.2824
C -3.7090 1.7581 -1.2159
N -2.5462 2.2457 -1.0130
N -2.0345 1.5564 0.0437
C -2.9003 0.6088 0.4931
B -0.6525 1.8552 0.5809
N -0.1779 0.7120 1.5066
C -0.0763 0.7279 2.8626
C 0.2797 -0.5210 3.2664
C 0.3578 -1.2576 2.0858
N 0.0846 -0.5066 1.0110
N 0.3443 1.9582 -0.6836
C 1.2873 2.8605 -0.9553
C 2.1167 2.4030 -1.9526
C 1.5669 1.1505 -2.2443
N 0.4664 0.9370 -1.5376
N -0.5958 3.2075 1.3718
C -1.6554 4.0662 1.5122
C -1.1939 5.1800 2.1538
C 0.1843 4.8936 2.3949
N 0.5128 3.6872 1.9474
H -4.9120 0.1168 -0.1637
H -4.3779 2.1429 -1.9644
H -2.6624 -0.0181 1.3719
H -0.2024 1.6289 3.4598
H 0.5063 -0.7519 4.3044
H 0.7319 -2.2958 1.9824
H 1.3461 3.7657 -0.3555
H 2.8990 2.9826 -2.4048
H 1.8245 0.4419 -2.9733
H -2.6515 3.8202 1.1623
H -1.7470 6.0029 2.5210
H 0.8953 5.5560 2.8710
O 1.2423 -6.9507 -0.3584
C 1.0682 -5.6438 -0.6394
C -0.0630 -5.1541 -1.3307
C -0.1793 -3.7998 -1.4657
N 0.7972 -2.9867 -1.0950
C 1.8600 -3.4513 -0.5652
C 2.0819 -4.7975 -0.2451
C 5.5217 -0.1217 -1.8366
O 5.3092 0.0321 -0.6874
O 5.7889 -0.1999 -2.9663
C -1.3853 -3.2104 -2.1421
O -2.0156 -3.9620 -2.8943
O -1.6430 -2.0286 -1.7880
H 0.5294 -7.4820 -0.7309
H -0.7865 -5.8757 -1.7122
H 2.9420 -5.1229 0.3173
```

Calculated values
E_LUMO (spin up / spin down) ... 2.371 / 2.024 eV
Multiplicity ... 2
HOMO level (spin up / spin down) ... -6.1 / -6.1 eV
Net charge ... -1

=====

| no. | E_tot (eV) |
| --- | --- |
| 1 | -13540.3574 |
| 2 | -37330.0135 |
| 3 | -44481.7676 |